(1)
{"formula": "C23H35ClNO10P3S2", "method": "ωB97M-V/def2-TZVPD", "species": ["C", "C", "O", "C", "C", "C", "C", "P", "S", "C", "C", "C", "S", "C", "C", "C", "C", "C", "C", "C", "O", "Cl", "C", "N", "H", "H", "H", "H", "H", "H", "H", "H", "H", "H", "H", "H", "H", "H", "H", "H", "H", "C", "O", "P", "O", "O", "C", "O", "C", "H", "H", "H", "H", "H", "H", "H", "H", "H", "C", "O", "P", "O", "O", "C", "O", "C", "H", "H", "H", "H", "H", "H", "H", "H", "H"], "positions_angstrom": [[-5.490278, -5.695728, 4.463402], [-5.243119, -4.704222, 3.179391], [-6.052097, -3.445014, 3.286490], [-5.431383, -5.418095, 1.711140], [-4.194896, -4.823876, 0.756926], [-2.759685, -5.647559, 0.878807], [-1.464966, -5.143553, -0.047887], [0.154780, -6.172472, 0.194589], [0.574837, -7.238187, -1.423107], [-1.579627, -3.847521, -1.098794], [-3.045331, -3.056945, -1.128312], [-4.348191, -3.514360, -0.234811], [-3.182056, -1.537228, -2.277028], [-1.392761, -0.866687, -2.262835], [-1.136254, 0.761245, -2.446160], [0.407029, 1.388189, -2.467666], [1.622721, 0.294189, -2.250010], [1.364279, -1.347703, -2.062752], [2.729864, -2.256537, -1.886340], [3.264212, -1.952747, -0.331340], [4.429615, -1.314629, -0.079413], [2.083924, -2.531874, 1.019967], [-0.183209, -1.982496, -2.067311], [-0.378765, -3.476892, -1.940233], [-6.372084, -6.454371, 4.334346], [-4.472761, -6.196121, 4.763964], [-5.784900, -4.987569, 5.375845], [-4.099663, -4.368981, 3.237556], [-5.467551, -2.658869, 2.998699], [-6.448500, -5.135713, 1.204007], [-5.355516, -6.586140, 1.718777], [-2.657049, -6.592925, 1.595516], [1.291599, -5.337807, 0.606245], [0.008410, -7.149825, 1.281463], [-5.372329, -2.908242, -0.299409], [-2.001455, 1.560137, -2.579102], [0.610780, 2.535445, -2.619412], [2.731039, 0.735582, -2.273452], [3.567730, -1.959570, -2.673290], [2.565749, -3.409174, -2.003211], [0.490558, -3.979805, -1.657096], [6.442635, 0.442592, -0.674415], [7.229254, 1.574300, -0.331234], [6.623995, 3.148166, -0.718267], [5.217827, 2.739388, -0.256939], [6.787107, 2.829335, -2.327224], [8.085630, 2.590085, -2.819759], [6.018805, 4.721901, -1.105210], [5.522799, 5.463140, -0.008580], [7.106121, -0.427087, -0.743650], [5.707854, 0.251426, 0.115238], [5.937539, 0.571214, -1.632972], [8.179511, 1.524301, -3.051584], [8.848202, 2.873792, -2.089833], [8.235907, 3.166057, -3.738655], [6.207926, 5.401104, 0.839854], [4.532392, 5.100069, 0.281590], [5.429254, 6.511946, -0.309033], [-0.399506, 4.405824, 1.089411], [-1.608030, 4.537399, 1.823893], [-3.066406, 4.880707, 0.958754], [-2.673469, 3.877809, -0.135333], [-2.494973, 6.375288, 0.562910], [-2.239253, 7.278813, 1.613740], [-4.524672, 5.223941, 0.093725], [-5.412223, 4.132960, -0.047926], [0.437497, 4.598610, 1.770301], [-0.306637, 3.381192, 0.713238], [-0.344584, 5.115054, 0.262084], [-1.155458, 7.382023, 1.728579], [-2.674873, 6.931344, 2.554111], [-2.662445, 8.256513, 1.361339], [-5.523084, 3.600935, 0.899569], [-5.055696, 3.448300, -0.823203], [-6.391643, 4.516215, -0.352673]], "forces_ev_per_angstrom": [[-0.343, 1.336, 0.610], [1.261, 0.088, 0.197], [2.085, -0.264, -0.754], [0.892, 1.034, -1.021], [2.475, 0.104, -1.651], [-0.441, 3.714, -2.975], [-3.418, 1.731, 0.838], [-0.500, -0.521, -1.150], [0.006, 0.762, 0.556], [-2.535, -1.767, 2.720], [0.915, -2.296, 1.734], [3.820, -2.280, 0.488], [2.253, -1.097, 1.284], [2.979, 0.689, 0.267], [3.536, -1.748, 0.405], [-0.902, -5.465, 0.750], [-3.366, -0.532, -0.398], [-2.269, 2.365, -0.613], [-0.484, 0.543, 0.712], [6.063, 3.161, -0.181], [-8.751, -5.011, -1.377], [1.631, 0.825, -1.744], [1.885, 4.193, -0.472], [-2.291, 2.567, 1.756], [1.866, 1.347, 0.061], [-2.122, 0.688, -0.788], [0.640, -1.523, -1.980], [-2.444, -0.838, -0.110], [-1.274, -2.123, 0.625], [1.887, -0.421, 1.187], [0.015, 2.272, 0.209], [-0.246, 2.338, -1.787], [-1.298, -0.377, -0.052], [-0.308, 1.463, -0.436], [2.617, -1.494, 0.111], [1.745, -2.270, 0.414], [-0.483, -2.662, 0.380], [-2.605, -1.348, 0.165], [-1.801, -0.368, 2.007], [0.087, 2.183, 0.369], [-1.127, 0.622, -0.279], [-0.771, -0.193, 0.318], [3.393, 2.267, 0.864], [-8.249, -4.480, -3.265], [1.179, 0.618, 0.873], [0.243, 1.407, 0.884], [0.576, -0.316, -0.447], [3.490, 0.006, 0.580], [-0.469, 0.558, 0.396], [0.178, 0.308, 0.072], [0.366, 0.365, -0.412], [-0.035, 0.085, 0.065], [0.156, 0.124, 0.077], [0.127, -0.142, -0.220], [-0.055, -0.029, 0.188], [-0.219, 0.141, 0.061], [0.243, -0.099, 0.005], [0.178, -0.191, -0.056], [0.288, -0.399, -0.557], [-2.305, 0.669, 3.105], [5.230, -0.625, -8.456], [-0.782, -0.310, 1.352], [-1.537, -0.586, 0.423], [0.360, 0.601, 0.422], [-0.237, 0.753, 3.479], [-0.613, -0.478, -0.361], [-0.354, 0.045, 0.159], [-0.091, 0.255, -0.064], [-0.103, -0.063, -0.003], [-0.144, 0.007, 0.158], [0.168, 0.234, 0.053], [0.002, -0.203, 0.020], [-0.140, -0.115, -0.196], [0.080, 0.076, 0.239], [0.195, 0.090, 0.166]], "mulliken_charge": [-1.035, 0.325, -0.566, -0.679, 0.158, -0.554, 0.132, 0.098, -0.400, 0.272, 0.129, -0.498, -0.261, 0.207, -0.338, -0.601, -0.259, 0.252, -0.553, 0.477, -0.484, -0.166, 0.206, -0.133, 0.269, 0.262, 0.296, 0.221, 0.324, 0.336, 0.345, 0.144, 0.074, 0.122, 0.293, 0.209, 0.333, 0.219, 0.313, 0.274, 0.184, -0.630, -0.496, 1.066, -0.565, -0.319, -0.670, -0.281, -0.648, 0.347, 0.342, 0.269, 0.225, 0.339, 0.259, 0.315, 0.258, 0.247, -0.578, -0.477, 1.042, -0.528, -0.321, -0.660, -0.292, -0.615, 0.246, 0.249, 0.322, 0.225, 0.332, 0.257, 0.318, 0.232, 0.245], "e_homo_ev": -7.71, "total_energy_ev": -108417.2016, "smiles": "C[C@H](O)Cc1cc([PH2]=S)c2c(c1)Sc1cccc(CC(=O)Cl)c1N2.COP(=O)(OC)OC.COP(=O)(OC)OC", "e_lumo_ev": -3.006, "homo_lumo_gap_ev": 4.70, "largest_force_ev_per_a": 10.2}

***

(2)
{"formula": "C6H11N3", "method": "ωB97M-V/def2-TZVPD", "species": ["C", "C", "C", "C", "N", "N", "C", "C", "N", "H", "H", "H", "H", "H", "H", "H", "H", "H", "H", "H"], "positions_angstrom": [[-1.508344, -0.378538, 1.261152], [0.887778, -0.842896, -0.104154], [1.363062, 0.382744, -0.019392], [-0.981656, 0.012926, -0.107609], [0.993007, -2.108915, 0.269118], [2.602977, 0.936020, 0.108520], [0.128317, 1.246223, -0.162642], [-1.713958, -0.238183, -1.213655], [0.251561, 2.041256, -1.258994], [0.974218, -2.359003, 1.250593], [0.680783, -2.835583, -0.360096], [2.662265, 1.833627, -0.359272], [3.395175, 0.335488, -0.062618], [-0.669908, 2.362090, -1.558905], [-0.092677, 1.716227, 0.822363], [-1.861996, -1.412185, 1.265861], [-0.742493, -0.277580, 2.034172], [-2.346619, 0.259703, 1.551824], [-1.410499, 0.174253, -2.169402], [-2.610993, -0.847675, -1.186862]], "forces_ev_per_angstrom": [[0.018, -0.033, -0.071], [0.222, 0.167, 0.026], [-0.020, 0.206, -0.058], [-0.242, 0.070, -0.145], [-0.293, 0.055, -0.015], [-0.080, -0.141, -0.067], [0.006, -0.101, -0.031], [0.356, 0.028, 0.285], [-0.040, -0.356, -0.023], [-0.010, 0.080, -0.089], [0.074, 0.082, 0.017], [-0.084, -0.039, 0.017], [-0.068, 0.033, 0.007], [0.084, 0.012, 0.059], [-0.029, -0.143, 0.068], [0.001, 0.029, 0.001], [0.005, 0.012, -0.023], [0.049, -0.022, -0.021], [0.051, 0.047, 0.020], [0.000, 0.013, 0.043]], "nbo_charge": [-0.657, 0.244, 0.183, -0.087, -0.751, -0.782, -0.053, -0.337, -0.882, 0.387, 0.396, 0.417, 0.382, 0.320, 0.171, 0.212, 0.206, 0.227, 0.216, 0.187], "e_homo_ev": [-6.65, -6.49], "total_energy_ev": -10865.2814, "e_above_lowest_kj_mol": 534.3, "e_lumo_ev": [-0.181, -0.231], "homo_lumo_gap_ev": [6.47, 6.25], "largest_force_ev_per_a": 0.5}